Density functional theory data (ωB97M-V/def2-TZVPD) for a 2-piece molecular cluster, C9H14O overall in a non-equilibrium geometry.

Structure (XYZ):
```
24
Properties=species:S:1:pos:R:3:forces:R:3
O -0.9415 2.8503 1.1389 2.7 -2.4 2.8
C -1.3688 0.8457 -0.2715 0.2 2.1 2.8
C -0.4770 -1.1615 0.6497 3.2 -2.0 1.8
C 0.1735 -2.5282 0.4999 -4.6 -2.3 2.8
C -0.1588 0.8312 1.9737 -2.4 -1.1 -5.2
C -0.8787 1.5043 0.8923 0.7 -0.5 -0.1
C 1.8149 0.1814 -2.2079 -0.8 2.0 -1.1
C 1.9525 -1.2011 -2.9564 2.3 1.5 3.6
C -1.1342 -0.5371 -0.3309 -2.9 1.3 -3.5
C 0.0550 -0.4892 1.8301 -1.4 -1.5 -0.6
H 2.9232 -1.1416 -3.4914 -0.8 -0.6 0.1
H 2.0147 -1.8339 -2.0278 0.2 -0.5 -1.6
H 0.4317 -1.1359 2.6615 0.0 0.8 -1.0
H 1.1118 0.8666 -2.8338 1.4 -0.8 1.0
H -2.0240 1.4439 -0.9449 0.8 -0.8 0.3
H 0.0555 1.3610 2.7777 1.2 2.4 3.5
H -0.0162 -3.0969 -0.3811 -0.2 -0.1 -0.8
H 1.1475 -2.5304 0.7296 3.9 0.6 0.1
H 1.1385 -1.4360 -3.5646 -1.2 -0.4 -0.9
H -1.4804 3.3410 0.6272 -2.9 2.1 -3.0
H 2.8171 0.7174 -2.0693 -1.4 -0.8 -0.4
H -1.6801 -0.9139 -1.3094 1.8 -0.4 2.2
H -0.1154 -3.2885 1.4389 0.0 1.8 -2.3
H 1.3371 0.1720 -1.1990 0.4 -0.5 -0.8
```
Positions in Å, forces in eV/Å.

## Properties
- HOMO energy (eV) = -8.2
- charge = 0
- maximum force (Eh/bohr) = 0.114
- calculated total energy (hartree) = -426.477857
- SMILES = Cc1ccc(O)cc1.CC
- spin multiplicity = 1
- HOMO-LUMO gap (eV) = 9.03